# C4H5O

A gas-phase ion, C4H5O (charge +1) (ωB97M-V/def2-TZVPD, the Open Molecules 2025 dataset).

Last column: natural (NBO) charge in e.
Element x y z (Å)
C -0.9084 -1.1183 -0.0004  0.050
C -0.9810 0.1495 0.0529  -0.341
C 1.5078 -1.0970 -0.0380  0.383
C 0.2589 0.9348 -0.0448  -0.098
O 1.4347 0.1491 0.0488  -0.353
H -1.1079 -2.1720 -0.0999  0.274
H -1.9682 0.5865 -0.1934  0.331
H 2.3022 -1.7912 -0.1711  0.226
H 0.5231 1.7082 -0.7978  0.279
H 0.1781 1.4807 0.8483  0.249

Summary:
- HOMO: -14.89 eV
- Relative energy (zero: lowest compared OMol25 entry of this formula, charge and spin): 98.8 kcal/mol
- Kohn-Sham gap: 9.48 eV
- Net charge: +1